(1)
The following is a DFT calculation (the ωB97M-V functional and the def2-TZVPD basis) of 2 unconnected molecules or ions with the total composition CHFIPS.

Geometry (Å):
C -0.013 -0.784 0.254
F -1.045 -1.323 0.910
P -0.173 0.689 -0.760
S 1.342 -1.668 0.113
I -2.233 1.599 0.120
H 2.122 1.487 -0.638

Atomic forces in eV per Å
C -0.2102 -0.5287 -0.9767
F -0.1121 0.5721 0.2467
P -0.3971 -0.3564 0.9475
S 0.3096 0.3565 0.0224
I 0.0576 -0.0649 -0.1956
H 0.3521 0.0213 -0.0443

Calculated values
Orbital gap (alpha / beta) = 8.07 / 6.74 eV
Total charge = 0
HOMO (alpha / beta) = -8.53 / -9.64 eV
2S+1 = 3

=====

(2)
The following is a DFT calculation (the ωB97M-V functional and the def2-TZVPD basis) of 2 unconnected molecules or ions with the total composition C2H3F2N.

Geometry (Å):
C -0.045 -0.656 -0.466
C 0.336 0.356 0.515
N -0.645 0.630 -0.400
F 2.013 1.220 0.031
F -1.893 0.845 0.112
H 0.480 -1.048 -1.330
H -0.640 -1.644 -0.099
H 0.393 0.297 1.638

Atomic forces in eV per Å
C -1.3628 -4.4822 1.1178
C 3.4776 0.6642 -0.3076
N 1.2334 1.7065 -0.1750
F -3.7076 -1.7439 1.1546
F -0.7999 -0.3266 0.2202
H 0.1648 1.1555 -0.3907
H 1.2038 2.5905 -0.0062
H -0.2093 0.4361 -1.6132

Calculated values
Orbital gap = 10.46 eV
Total charge = 0
HOMO = -11.09 eV

=====

The records above give, respectively, energy relative to the best compared isomer or geometry (same formula, charge and spin) values of 2.424; 5.017 eV.